No. 1
{"formula": "C15H40FNNbO6", "method": "the ωB97M-V functional and the def2-TZVPD basis", "spin_multiplicity": 1, "total_energy_ha": -1258.29168, "total_charge": -1, "species": ["Nb", "F", "O", "O", "O", "O", "O", "O", "N", "C", "C", "C", "C", "C", "C", "C", "C", "C", "C", "C", "C", "C", "C", "C", "H", "H", "H", "H", "H", "H", "H", "H", "H", "H", "H", "H", "H", "H", "H", "H", "H", "H", "H", "H", "H", "H", "H", "H", "H", "H", "H", "H", "H", "H", "H", "H", "H", "H", "H", "H", "H", "H", "H", "H"], "xyz": [[-0.55990, -0.09510, 2.40443], [0.79778, -2.14557, -1.52817], [-2.65969, -1.60207, -6.46161], [-6.29333, -2.14902, -6.20057], [-4.24756, -2.20694, -3.87727], [3.78705, 1.20808, 5.61881], [3.76810, 3.56390, 3.62995], [6.63393, 3.84621, 4.73419], [0.29586, -1.36316, 3.75580], [-2.34845, -2.48786, -5.40430], [-0.14060, -1.40998, -0.68714], [-1.33387, -2.30894, -0.49050], [-5.00349, -1.14425, -4.42205], [-6.36946, -1.55230, -4.92179], [3.35449, 1.21961, 4.26271], [0.52078, -0.94631, 0.56898], [4.16181, 2.20703, 3.46041], [-3.59948, -3.07320, -4.79116], [-1.53332, -0.87056, -6.87740], [7.88814, 4.33562, 4.34534], [5.61939, 4.82294, 4.61965], [2.89061, 0.46731, 6.41590], [4.24636, 4.21225, 4.78785], [-7.51537, -2.71638, -6.59044], [5.22432, 2.08514, 3.69475], [2.28751, 1.46308, 4.20890], [-3.28487, -3.93483, -4.20011], [8.19491, 5.20200, 4.94856], [0.57830, -2.24662, 3.33351], [-1.60005, 0.82738, 1.19022], [1.88649, 0.90664, 6.41088], [3.99516, 1.98785, 2.40528], [0.48396, 1.43436, 2.63657], [-2.16856, -1.69895, -0.14522], [-5.15613, -0.45111, -3.59291], [-1.15499, -3.06566, 0.27727], [4.24810, 3.54369, 5.65342], [-7.01533, -0.66156, -4.95663], [3.46381, 0.21584, 3.82768], [-1.13111, -0.24804, -6.06958], [-0.28593, -1.61954, 4.54989], [-1.78471, -1.96463, -4.61990], [8.61124, 3.53464, 4.48841], [5.67318, 5.30507, 3.63253], [-6.81415, -2.25660, -4.20355], [7.89719, 4.64809, 3.29311], [-7.38053, -3.12891, -7.58863], [-1.61764, -2.80821, -1.41944], [-2.07825, -1.15846, 2.44637], [1.10202, -1.79148, 0.97221], [-1.84523, -0.23596, -7.70479], [1.23940, -0.15556, 0.30898], [-1.57521, 0.82462, 3.64973], [5.76051, 5.60627, 5.38151], [-4.28468, -3.40249, -5.57857], [-8.32136, -1.97030, -6.62026], [2.78454, -0.56324, 6.05534], [-0.72437, -1.53007, -7.21894], [-7.83136, -3.51541, -5.90737], [-0.39930, -0.54637, -1.30578], [3.28644, 0.46093, 7.43073], [-1.71565, -3.30911, -5.77377], [-4.46067, -0.62990, -5.21987], [3.55321, 5.03611, 4.97789]]}

=====

No. 2
{"formula": "C15H40GaO8P2S", "method": "the ωB97M-V functional and the def2-TZVPD basis", "spin_multiplicity": 1, "total_energy_ha": -4202.95916, "total_charge": -1, "species": ["Ga", "S", "P", "P", "O", "O", "O", "O", "O", "O", "O", "O", "C", "C", "C", "C", "C", "C", "C", "C", "C", "C", "C", "C", "C", "C", "C", "H", "H", "H", "H", "H", "H", "H", "H", "H", "H", "H", "H", "H", "H", "H", "H", "H", "H", "H", "H", "H", "H", "H", "H", "H", "H", "H", "H", "H", "H", "H", "H", "H", "H", "H", "H", "H", "H", "H", "H"], "xyz": [[-1.43406, -3.45400, 1.80660], [-2.21311, -0.05977, 5.81912], [0.08854, -2.85823, -4.57865], [0.88794, 4.00631, 2.07787], [1.30677, 2.74738, 3.18808], [-0.17325, -4.35726, -4.86487], [-0.34679, -2.92313, -2.97284], [1.92838, 4.94202, 2.96535], [0.38104, -1.18339, -4.25887], [0.51307, 5.13310, 1.08420], [1.72007, -3.04092, -4.35405], [2.03389, 3.30182, 1.09663], [-3.36934, -1.54650, 5.55616], [-0.08972, -0.25403, -5.22093], [2.81026, 4.67922, -0.73996], [-0.90501, 1.71359, 2.91348], [0.23664, 2.08466, 3.84117], [2.53258, -3.34674, -5.47284], [-1.50100, -0.53760, -5.70004], [1.98207, 3.47665, -0.31146], [-1.22350, -3.93715, -2.50475], [0.65035, 5.42400, 4.97012], [1.39594, 5.97772, 3.77110], [-0.44153, -5.14784, -2.01642], [-1.68900, -2.45955, 3.60058], [2.65379, -2.16364, -6.41399], [-3.25473, -2.16280, 4.00612], [0.60153, -0.22455, -6.06494], [-0.06252, 0.73457, -4.75070], [-3.73913, -1.43763, 3.21596], [3.87690, 4.46912, -0.59617], [-4.49638, -1.17403, 5.64409], [0.16458, -3.47493, 1.48863], [1.24519, 4.66281, 5.48337], [-1.83722, 0.24784, -6.38360], [-1.95087, -4.20847, -3.27707], [2.64257, 4.90504, -1.79641], [-2.09640, -2.65651, 0.54904], [2.58968, 5.56985, -0.14950], [-0.12533, 2.70406, 4.66358], [-1.17948, -1.38894, 3.46532], [2.24033, 6.58026, 4.12053], [-2.19274, -0.59568, -4.85508], [2.90238, -1.25077, -5.86489], [3.42253, -2.34224, -7.17066], [0.64875, 1.17247, 4.28530], [-1.55552, -1.49185, -6.23216], [1.70645, -1.99155, -6.93191], [-3.92038, -3.14215, 4.01076], [0.94528, 3.55477, -0.65513], [0.31193, -5.47557, -2.73436], [-1.38432, 2.60462, 2.49750], [3.52517, -3.60342, -5.08941], [-0.54237, 1.11600, 2.07253], [-1.66673, 1.14395, 3.45432], [-3.17122, -2.41947, 6.32947], [-0.28510, 4.95554, 4.65266], [-1.92915, -4.97324, 1.79316], [0.74883, 6.62979, 3.17784], [-1.11598, -5.98217, -1.80618], [2.14533, -4.22395, -5.99864], [-1.79597, -3.51912, -1.66954], [0.09749, -4.89798, -1.09471], [-1.16220, -2.95260, 4.52805], [0.40406, 6.21876, 5.67942], [-0.88680, -0.46974, 5.49459], [2.39654, 2.57319, -0.77193]]}

=====

No. 3
{"formula": "C15H40O11S6V", "method": "the ωB97M-V functional and the def2-TZVPD basis", "spin_multiplicity": 1, "total_energy_ha": -4755.98889, "total_charge": 1, "species": ["V", "S", "S", "S", "S", "S", "S", "O", "O", "O", "O", "O", "O", "O", "O", "O", "O", "O", "C", "C", "C", "C", "C", "C", "C", "C", "C", "C", "C", "C", "C", "C", "C", "H", "H", "H", "H", "H", "H", "H", "H", "H", "H", "H", "H", "H", "H", "H", "H", "H", "H", "H", "H", "H", "H", "H", "H", "H", "H", "H", "H", "H", "H", "H", "H", "H", "H", "H", "H", "H", "H", "H", "H"], "xyz": [[-0.14720, -0.63048, 0.23621], [1.84373, -2.80058, -1.55242], [-2.99866, 0.54547, 1.63560], [0.67088, 3.87595, -1.71671], [-0.17983, -3.04093, 2.86333], [4.80736, -0.46136, -2.00483], [-3.04346, -3.00850, -0.19643], [-1.71842, -2.34697, 0.03470], [0.19526, -1.81469, 2.09171], [-0.61449, -0.16593, -1.17476], [0.98748, 0.32962, 0.74525], [0.13986, 3.89050, 4.02857], [-1.53933, 0.17212, 1.62421], [0.38627, 2.59831, -0.99952], [1.12595, -2.19336, -0.38623], [0.15676, 4.42375, 1.86837], [0.21023, 6.06200, 3.41768], [6.18311, -0.14109, -2.40843], [0.59535, 2.71931, 3.37016], [1.50637, 3.41687, -3.26216], [-3.98873, -1.89872, -1.27589], [1.29889, -3.44562, 3.78418], [-0.89764, 4.39569, -2.44360], [3.68463, -0.00271, -3.32526], [0.81778, -2.34403, -2.95055], [-3.15050, 1.84330, 2.86155], [0.29811, 3.00411, 1.89822], [1.47109, -4.54977, -1.65101], [0.18619, 4.91938, 3.12235], [-2.72515, -4.26592, -1.41831], [-1.09075, -2.38004, 4.26533], [-3.19105, 1.61660, 0.20241], [4.30913, 0.83030, -0.88049], [-3.38025, -1.61974, -2.12916], [1.14005, 2.69577, 1.29211], [1.96674, -3.96978, 3.10027], [0.99668, -1.30710, -3.22454], [4.49404, 1.80129, -1.34277], [1.77433, -2.53602, 4.14209], [3.63341, -0.80787, -4.05757], [-1.53271, 3.51724, -2.56247], [-2.81064, 1.46618, 3.82564], [2.21445, -5.11971, -1.09733], [-0.76955, 4.91188, -3.39120], [-2.99053, 1.03729, -0.69977], [-1.37307, 5.07317, -1.73411], [1.59778, -4.85364, -2.68965], [-4.20211, 2.01451, 0.17096], [-4.91590, -2.43979, -1.45225], [-2.23494, -3.77611, -2.26159], [-0.21972, -2.43043, -2.63116], [-1.00552, -3.02312, 5.13866], [4.83715, 0.75785, 0.06694], [1.05549, -2.97127, -3.80700], [1.08615, 3.93637, -4.11809], [2.68642, 0.16568, -2.91606], [1.05779, -4.14337, 4.58511], [-2.02138, -4.99200, -1.01351], [2.56986, 3.63017, -3.18889], [-0.56201, -1.45634, 4.51788], [4.04038, 0.90159, -3.82234], [-2.38679, 2.34977, 0.27189], [0.10880, 1.82045, 3.74263], [-2.11296, -2.13712, 3.99461], [3.24312, 0.74185, -0.63779], [-4.16992, -1.04331, -0.62852], [1.67221, 2.59730, 3.51040], [-2.47588, 2.64997, 2.58323], [-3.63207, -4.78555, -1.71918], [1.34662, 2.34167, -3.35691], [-0.56726, 2.46183, 1.53312], [0.45411, -4.72733, -1.30920], [-4.20161, 2.11517, 2.91225]]}

=====

The calculation returns the following gap between HOMO and LUMO values, one per record and in order: 7.28; 5.15; 8.42 eV.
The calculation returns the following molecular weight values, one per record and in order: 442.390; 512.215; 639.820 g/mol.
The calculation returns the following largest force on an atom values, one per record and in order: 1.840; 10.148; 2.811 eV Å⁻¹.